[1]
Here is C43H56BBrN7O3P2Sc as an isolated structure from OMol25. Energies are from ωB97M-V/def2-TZVPD.

Geometry as ORCA input:
```
! wB97M-V def2-TZVPD RIJCOSX def2/J DEFGRID3
* xyz -1 2
Br 5.0066 1.0804 -0.8143
Sc -0.3381 0.2377 -0.9360
P -1.1940 1.7185 1.3729
P -1.4984 -2.5181 0.0376
O 0.8837 1.8363 -0.4497
O 0.8848 -2.6848 -3.6905
O 0.4404 -1.1168 -2.1696
N -2.6851 0.5022 -1.3515
N 3.1314 -0.4843 -2.0767
N -1.3363 1.8585 -3.8032
N -3.3123 1.2646 -2.2785
N -0.3942 1.3248 -3.0075
N 1.8310 2.7971 -0.4197
N 0.4739 -0.6891 0.9253
C 0.7823 1.5937 -3.5732
C 2.8136 -5.4950 -1.1639
C 2.6018 2.9180 0.7228
C 3.5335 4.9959 -0.1030
C -2.5943 1.4304 2.5822
C -4.8047 0.8700 -0.6906
C -3.5889 0.2631 -0.3981
C 2.2225 -4.2659 -0.5281
C 3.5560 -2.1398 -3.7456
C 2.4774 -2.1207 0.5765
C 2.7247 4.8381 -1.2517
C 3.4307 3.9814 0.8838
C 0.6325 1.9175 3.5458
C -2.3732 -3.6076 -1.1788
C 5.3700 -0.8967 -2.8177
C -2.1214 -3.1669 -2.6174
C 4.9118 -1.8598 -3.6969
C 1.5822 1.4322 4.4317
C 1.1008 -1.8964 0.5587
C -2.6849 2.3692 3.7840
C -0.5346 4.5346 1.8428
C 0.8392 -0.0123 2.0690
C -3.8744 -3.5070 -0.8816
C -0.7629 2.4672 -4.8477
C -1.4198 3.5493 1.0841
C 2.0324 2.2323 5.6246
C -0.9744 -2.9858 2.7896
C 3.0185 -3.2852 0.0470
C 2.7049 -1.4335 -2.9087
C -2.5874 -0.0145 3.0673
C 0.2354 1.2370 2.3965
C 1.2259 -1.7943 -2.9292
C 0.6095 2.3241 -4.7473
C 0.8444 -4.0567 -0.5315
C 2.0907 0.1648 4.1638
C -1.9389 -3.3686 1.6627
C 1.7275 -0.5401 3.0341
C 0.2817 -2.9120 0.0049
C 4.4209 -0.2463 -2.0390
C -1.9814 -4.8941 1.5743
C -1.4257 3.8957 -0.4103
C 1.8906 3.7727 -1.4022
C -4.5722 1.4975 -1.9020
B -2.8404 1.4953 -3.7435
H -2.0554 4.7751 -0.5748
H -1.4088 -3.2606 3.7548
H 2.4947 -6.4064 -0.6518
H 1.3354 3.0451 5.8348
H -0.7526 5.5493 1.4962
H 3.1373 -1.3422 0.9364
H -4.2154 -2.4779 -1.0201
H -3.3149 -0.3196 0.4633
H 3.1355 -2.8951 -4.3923
H -1.8149 3.0882 -1.0308
H -2.1266 -5.3108 2.5756
H 6.4158 -0.6411 -2.7330
H 2.1023 1.6105 6.5200
H -0.7062 4.5133 2.9192
H -1.7594 -0.1792 3.7609
H 3.9036 -5.4625 -1.1386
H -0.0362 -3.5332 2.6766
H 3.0165 2.6805 5.4625
H -5.7103 0.8571 -0.1095
H -3.4859 1.5832 1.9612
H 2.5053 2.1094 1.4273
H -2.9376 -3.0008 1.9226
H -3.5660 2.1150 4.3822
H -2.3614 -2.1082 -2.7486
H 4.0248 4.0196 1.7890
H 4.1909 5.8431 0.0174
H 2.1326 -1.5302 2.8902
H -3.0325 0.4772 -4.3781
H -1.0907 -3.3061 -2.9300
H 1.2398 3.6298 -2.2467
H -4.1436 -3.8166 0.1297
H -2.0484 -4.6452 -1.0574
H -2.7749 3.4181 3.4989
H 2.7892 -0.2893 4.8606
H -2.4504 3.6859 1.4292
H -3.4744 2.4291 -4.1839
H -2.7824 -5.2707 0.9391
H 0.2036 -4.7951 -1.0045
H -0.4249 4.1342 -0.7614
H 4.0976 -3.4083 0.0433
H 1.3675 2.6999 -5.4121
H -2.4635 -0.7239 2.2475
H -4.4301 -4.1337 -1.5837
H -1.3747 2.9367 -5.5998
H 5.6084 -2.3898 -4.3348
H 1.6936 1.2838 -3.0860
H -1.8143 2.2609 4.4321
H 0.1899 2.8803 3.7595
H 2.5033 -5.5796 -2.2079
H 0.5229 4.3443 1.6557
H -1.0316 -5.2803 1.1962
H -3.5191 -0.2506 3.5900
H -0.7303 -1.9277 2.8118
H -2.7709 -3.7386 -3.2881
H -5.2214 2.0753 -2.5378
H 2.7439 5.5705 -2.0494
*
```

Results
**Lowest unoccupied orbital energy (alpha / beta)**: 2.466 / 2.461 eV
**Gap between HOMO and LUMO (alpha / beta)**: 4.6111 / 6.6976 eV
**Highest occupied orbital energy (alpha / beta)**: -2.1451 / -4.2362 eV
**⟨S²⟩**: 0.77

Here are the Mulliken charges for atoms 1 to 6, given in e:
1 Br -0.098
2 Sc -2.090
3 P 1.608
4 P 1.726
5 O 1.972
6 O -0.775

=====

[2]
Here is C43H56Cl30F5N3O2S2 as an isolated structure from OMol25. Energies are from ωB97M-V/def2-TZVPD.

Geometry as ORCA input:
```
! wB97M-V def2-TZVPD RIJCOSX def2/J DEFGRID3
* xyz 0 1
Cl -2.9656 -2.5078 14.0104
Cl -5.0076 2.1079 -4.3266
Cl -2.9248 2.0139 12.7352
Cl -0.2706 -1.6173 13.3416
Cl -1.5586 -7.5189 -6.6843
Cl -4.2803 -0.4824 12.0733
Cl 0.4090 1.6017 5.6418
Cl 5.9966 -11.7291 0.4395
Cl -3.2426 -6.9167 -3.1176
Cl -5.8170 -5.7519 -3.9423
Cl 3.0913 -11.5264 0.5964
Cl 0.4155 -5.3736 -6.8490
Cl -4.2193 1.9469 9.3517
Cl -5.5755 1.0014 -1.7153
Cl -0.0512 -1.3928 -7.8109
Cl -2.3933 1.8226 6.4261
Cl -2.6620 11.1682 1.9918
Cl 1.2610 -0.5353 -5.3530
Cl -7.0110 1.3136 8.7944
Cl -8.5925 -6.4438 -4.5158
Cl -8.6529 2.8101 -4.5104
Cl -6.6438 4.8287 -5.1420
Cl 7.5456 -4.9472 0.2057
Cl 0.8480 8.3729 3.1359
Cl 5.5604 -6.9818 0.8609
Cl 2.6332 2.0021 -8.6609
Cl 1.1440 10.1257 0.8236
Cl -0.4663 -6.2286 -2.5474
Cl 3.9458 2.8593 -6.2016
Cl -3.8978 11.7742 -0.5802
S 2.4384 6.5504 -1.8994
S 2.6667 2.6552 3.6598
F 6.4542 -3.1777 -1.6369
F 3.5389 -1.7847 -3.4347
F 4.1930 -3.0485 -0.9653
F 5.0274 -3.4744 -3.7992
F 5.7820 -1.3214 -3.9077
O -3.1296 -0.0746 -0.2131
O 1.0472 -3.2951 1.8701
N -0.6702 1.9577 -3.1823
N 1.0487 -3.9469 -0.6484
N 2.9119 1.4536 0.4834
C -1.5740 -7.4999 -3.0828
C -6.2453 1.8580 -3.1006
C 2.4700 5.3852 -0.4352
C -2.6098 -3.1001 -2.8070
C -5.3500 0.7091 8.7951
C 2.6398 3.8189 -0.5886
C 1.6486 -0.0633 4.1499
C -2.9457 -2.2881 -1.5061
C 2.3485 6.0945 0.9756
C -2.1268 -2.3290 -4.0791
C 4.4834 0.1199 -1.0412
C 0.7441 10.0351 2.5440
C 1.4152 -1.9304 2.1445
C 5.6485 -0.9976 -0.8931
C 0.1314 -7.0650 -6.4305
C 1.3629 3.3778 -2.8777
C 5.8753 -5.2495 0.6961
C -2.0653 1.6550 -2.7295
C 0.1611 2.5873 -2.0977
C 2.7042 2.9002 0.7087
C 1.9538 -0.8862 1.1282
C 0.8545 -3.5330 0.4801
C 4.8835 -2.1642 -3.2062
C 2.7774 3.2734 -2.0872
C 1.2908 -1.4925 3.6615
C 2.5872 3.6402 2.0697
C -2.7842 -0.7179 -1.4657
C -2.2740 0.0551 -2.7409
C -1.9776 -0.7831 -4.0336
C 4.6277 -10.6927 0.8592
C -8.3202 4.5404 -4.6597
C 5.2578 -2.3545 -1.6413
C 2.3965 5.1890 2.2466
C -0.7187 2.1096 6.9098
C 1.1782 -1.7811 -6.6022
C 2.1984 0.9421 3.0586
C -6.9222 -7.0216 -4.4804
C -2.4105 11.8327 0.3722
C -3.8897 0.6697 13.3557
C 3.8630 1.6124 -7.4522
C 2.3688 0.5910 1.5540
C 4.3527 1.0910 0.2517
C -1.4566 -2.9188 13.1878
H 0.7632 -7.6963 -7.0540
H 3.6128 0.6596 -6.9865
H 1.4993 2.9610 -3.9528
H -1.2880 -7.8179 -4.0858
H -0.1463 1.1140 -3.4559
H -1.6640 -3.0858 12.1313
H -6.8539 -7.8645 -3.7936
H 3.4792 -0.3348 -1.3685
H -8.9843 4.9646 -5.4116
H -1.5078 -8.3431 -2.3959
H -1.0472 -3.8255 13.6314
H 5.2055 -4.8387 -0.0572
H -8.4985 5.0197 -3.6976
H -4.8163 1.0619 13.7732
H 1.4442 10.6547 3.1033
H -2.7211 -4.2432 -2.8418
H -0.4758 3.3947 -1.5833
H 1.5652 0.2844 5.2594
H -0.2718 10.4010 2.6914
H 4.8320 1.5391 -7.9445
H -2.2921 0.3305 0.1327
H -2.7752 2.1932 -3.4862
H 2.2418 7.2422 1.0499
H -6.6360 -7.3383 -5.4827
H -0.5099 1.5431 7.8166
H -2.0876 12.8691 0.4614
H 4.9141 2.0630 -0.0126
H 6.5773 -0.5709 -1.4302
H 0.9286 -2.7334 -6.1356
H -1.8651 -2.8896 -5.0392
H 4.6565 -9.7990 0.2369
H 2.1474 -1.8545 -7.0945
H -3.3235 0.1561 14.1317
H 2.3253 5.6483 3.3044
H 1.1174 6.9714 -2.0787
H -5.0804 0.4136 7.7815
H 5.8932 -1.1543 0.2209
H 3.6041 3.8758 -2.6350
H -2.3001 2.1334 -1.7022
H 4.8106 0.8027 -1.9209
H 0.3839 -7.2124 -5.3806
H -5.2869 -0.1518 9.4595
H 4.7316 0.5999 1.2241
H -1.6424 11.2490 -0.1341
H 5.6944 -4.7645 1.6547
H -6.6243 2.8247 -2.7731
H 0.5625 1.8347 -1.3281
H 0.9259 -2.2320 4.4723
H -3.3317 -2.8462 -0.5797
H 3.0990 2.1749 -2.1581
H 4.7040 -10.4135 1.9094
H 2.0837 -1.1741 0.0193
H -7.0540 1.2716 -3.5279
H -0.5829 3.1738 7.1003
H 0.9884 4.4512 -3.0041
H -1.6033 -0.2005 -4.9408
*
```

Results
**Lowest unoccupied orbital energy**: -0.158 eV
**Gap between HOMO and LUMO**: 7.7732 eV
**Highest occupied orbital energy**: -7.9314 eV

Here are the Mulliken charges for atoms 1 to 6, given in e:
1 Cl -0.149
2 Cl -0.091
3 Cl -0.159
4 Cl -0.146
5 Cl -0.157
6 Cl -0.150

=====

[3]
Here is C43H56MoN6O2P2S as an isolated structure from OMol25. Energies are from ωB97M-V/def2-TZVPD.

Geometry as ORCA input:
```
! wB97M-V def2-TZVPD RIJCOSX def2/J DEFGRID3
* xyz 1 4
Mo -0.6790 0.8261 0.0148
S 1.3294 -3.2264 -1.2922
P -2.1372 1.8133 1.7745
P 0.8886 2.5735 1.1284
O -3.7957 -4.0690 3.6495
O 2.2826 -0.9095 1.3492
N 2.2913 -1.7982 2.2664
N -1.8548 -2.5211 2.3481
N 3.6193 -2.8801 -2.6125
N -0.5970 -0.7592 1.1992
N 1.7011 -2.7584 -3.8874
N -1.6007 2.2604 -1.2065
C -3.7423 2.5295 1.2465
C 0.8975 2.1318 -3.2026
C 4.2643 -2.5232 -1.3638
C -2.4154 1.8104 -2.1983
C 2.7876 3.5421 -3.6776
C -2.1492 4.5183 -1.8281
C 1.4685 3.1752 -3.9131
C 2.6988 -3.0666 2.0082
C 2.7608 -4.0162 3.0044
C 0.9892 0.3603 -1.4063
C -3.1634 -2.7534 1.7150
C 2.2470 -2.9499 -2.6658
C 1.9094 -1.4849 3.5331
C -1.0247 -1.6753 1.7850
C -2.9375 4.0604 -2.8789
C -1.9035 -0.3657 -1.2520
C 2.3604 2.0646 2.0965
C -1.3616 3.1877 2.7059
C 2.4189 -3.6920 4.3096
C 0.5947 4.5116 3.1731
C 2.4436 -2.1749 -4.9916
C 2.9382 1.8343 -1.9910
C 1.9831 -2.3990 4.5616
C -1.4513 -3.5946 3.2533
C -1.5267 3.5940 -1.0268
C 1.6668 3.9345 0.1585
C 4.4221 -3.7472 -3.4617
C -2.7088 0.7623 3.1678
C -3.2402 -0.2723 -3.3190
C -2.7330 -2.3925 -2.3403
C -3.0943 2.7001 -3.0320
C -2.5465 0.3583 -2.2824
C -2.5610 -3.7946 4.2780
C -1.4196 4.8751 4.4264
C -3.3539 -1.6478 -3.3379
C 1.6038 1.4623 -2.1928
C -2.0502 3.8805 3.7015
C -2.0112 -1.7608 -1.3430
C -4.1960 -3.0100 2.8054
C -0.0295 3.5113 2.4284
C -0.0916 5.1875 4.1657
C 3.5263 2.8498 -2.7302
C 0.2794 -2.8891 -4.1335
H 4.8772 -4.5385 -2.8574
H -1.3065 -4.5227 2.6903
H -3.7451 2.3117 -3.7999
H 2.0520 1.6016 3.0319
H -1.8493 0.2621 3.6144
H 2.6491 -2.9108 -5.7736
H 1.7308 4.8416 0.7576
H -3.6759 0.3034 -4.1253
H 5.2252 -3.1875 -3.9465
H 4.5720 3.0936 -2.5845
H -3.4318 4.7553 -3.5438
H -0.1957 -3.3646 -3.2843
H 3.8057 -4.2200 -4.2215
H 3.0006 2.9200 2.3101
H 3.5125 1.2918 -1.2460
H -2.7967 -3.4741 -2.3693
H -4.3592 2.7914 2.1053
H 1.6307 4.7638 2.9836
H 0.4049 5.9592 4.7387
H -4.3566 -2.0968 3.3949
H 1.8486 -1.3727 -5.4321
H 3.3817 -1.7551 -4.6424
H -0.5201 -3.3323 3.7452
H 0.5286 -0.3396 -2.1094
H -3.2129 1.3626 3.9230
H -2.6419 -2.8991 4.9101
H 2.4724 -4.4251 5.1018
H 4.4916 -3.4058 -0.7535
H -1.9574 5.3972 5.2066
H -2.0188 5.5735 -1.6361
H 1.7010 -2.0889 5.5586
H -3.5747 3.4137 0.6339
H -3.1042 -3.6291 1.0617
H -3.9082 -2.1390 -4.1265
H -3.3999 0.0126 2.7821
H 2.9061 1.3241 1.5138
H -1.4786 -2.3783 -0.6300
H -3.0851 3.6455 3.9187
H -0.9491 3.9297 -0.1777
H -0.1051 1.8058 -3.4489
H 1.5648 -0.4710 3.6613
H 2.9388 -3.2680 0.9756
H -5.1398 -3.3080 2.3517
H 0.8927 3.6923 -4.6716
H -3.4287 -1.8848 1.1135
H -2.3401 -4.6551 4.9070
H 1.7651 -0.1728 -0.8550
H -0.1747 -1.9045 -4.2805
H 1.1221 4.1454 -0.7604
H 2.6652 3.6091 -0.1192
H 5.2020 -2.0154 -1.6002
H -4.2619 1.7797 0.6470
H 3.2449 4.3393 -4.2489
H 3.0930 -5.0126 2.7501
H 3.6257 -1.8487 -0.7985
H 0.1162 -3.4887 -5.0321
*
```

Results
**Lowest unoccupied orbital energy (alpha / beta)**: -2.068 / -2.789 eV
**Gap between HOMO and LUMO (alpha / beta)**: 7.0535 / 6.5606 eV
**Highest occupied orbital energy (alpha / beta)**: -9.1213 / -9.3496 eV
**⟨S²⟩**: 3.79

Here are the Mulliken charges for atoms 1 to 6, given in e:
1 Mo -1.975
2 S -0.264
3 P 2.481
4 P 2.923
5 O -0.396
6 O -0.166

=====

[4]
Here is the molecule C43H56N6O3 from OMol25. Energies are from ωB97M-V/def2-TZVPD.

Geometry as ORCA input:
```
! wB97M-V def2-TZVPD RIJCOSX def2/J DEFGRID3
* xyz 0 1
O -0.9778 5.3005 -1.5541
O -1.1903 1.2339 -5.2957
O -1.7553 -0.5182 -3.8800
N -0.8922 2.5630 -5.2236
N -1.2407 0.6019 -3.8967
N 0.8932 -0.6982 1.0474
N -0.8456 3.9619 -3.3045
N -1.3223 -0.5898 0.8097
N -0.5530 2.9977 -1.1041
C -2.6455 -2.6080 -1.1453
C 3.7062 0.5505 -3.0525
C 1.5516 1.9961 1.4091
C 2.8421 -2.2952 1.0516
C -1.4063 5.6347 -0.2085
C 3.2354 -0.6633 -2.5353
C -2.7421 -3.4278 0.1431
C -1.1553 -1.0263 2.2166
C 0.3234 -0.9467 2.4078
C -2.6288 -0.3091 0.2147
C 4.2264 -2.4806 1.0920
C -3.4091 0.8020 0.6436
C -3.5989 -3.2534 -2.1554
C 2.9715 1.7340 -2.8583
C -1.4942 2.1283 1.7410
C 5.1154 -1.4454 0.8425
C -4.9008 0.4270 -1.2335
C 4.6166 -0.1515 0.8129
C -0.8173 4.0148 -1.9513
C -0.7739 2.7809 -3.8322
C -3.0696 -1.1248 -0.8759
C 1.9711 -0.7206 -1.9369
C -0.1303 -0.2958 0.2364
C 2.1219 -3.6830 1.1821
C -3.5355 3.2688 1.1701
C 2.3134 -0.9556 0.9570
C 3.7521 2.5131 0.4867
C -1.2381 -2.7009 -1.7292
C -2.9950 1.9160 1.6448
C -4.6625 0.9612 0.0267
C 0.7167 -3.6598 0.6325
C 3.2527 0.1139 1.0276
C 1.2243 0.4382 -1.7553
C 1.7501 1.6643 -2.1874
C 3.5497 1.8052 2.8861
C 3.0046 1.5848 1.4547
C -3.5644 1.5804 3.0201
C -0.1667 0.3268 -1.1210
C 2.8549 -4.7696 0.3545
C -4.0208 -0.5394 -1.7200
C 2.1345 -4.1711 2.6480
C -0.8291 1.5975 -3.0626
C -0.8781 1.6011 -1.5215
H -3.1690 4.0606 1.8362
H -3.3497 -4.3154 -2.2615
H -4.6288 3.2994 1.1678
H 3.8142 -1.5947 -2.5918
H 1.4462 3.0883 1.4901
H -2.4492 -4.4687 -0.0584
H -1.5571 -2.0378 2.3398
H -1.0760 2.3739 0.7551
H 3.3693 2.8487 3.1899
H 1.6209 -3.4731 3.3241
H 1.0986 1.7069 0.4553
H 4.8364 2.4878 0.6643
H 3.1677 -4.3075 3.0082
H 2.2162 -5.6620 0.2764
H -0.7861 -0.4424 -1.7181
H 3.4154 3.5512 0.6222
H -3.7770 -3.4173 0.5172
H -1.1904 -2.2168 -2.7135
H -0.9719 1.2659 2.1539
H -0.5310 -2.2106 -1.0512
H -1.2716 2.9834 2.4000
H -2.0873 -3.0411 0.9292
H 0.7561 -3.5803 -0.4574
H 0.5952 -0.1292 3.0862
H 4.6749 0.5567 -3.5652
H 1.6181 -5.1445 2.7029
H 3.3681 2.6953 -3.2328
H -3.2122 2.3240 3.7438
H 0.7614 -1.8602 2.8120
H -0.9229 4.9732 0.5257
H -3.1613 3.4845 0.1607
H -4.6367 -3.1770 -1.8098
H 0.1866 -4.5877 0.8950
H 3.0631 -4.4164 -0.6653
H -3.2511 0.5872 3.3608
H 3.7986 -5.1044 0.8066
H 0.1403 -2.8282 1.0278
H -1.7243 -0.3832 2.9018
H 1.5417 -1.6569 -1.5931
H -5.4313 1.5581 0.5177
H 4.6317 -3.4699 1.2861
H -4.1857 -0.9292 -2.7217
H -1.9524 1.3161 -1.1411
H 4.6324 1.6061 2.9291
H -1.0919 6.6807 -0.0727
H -0.9456 -3.7587 -1.8215
H -2.5047 5.5743 -0.1285
H 5.3318 0.6604 0.6952
H -4.6589 1.6034 2.9845
H 3.0410 1.1378 3.6015
H 3.5424 2.2167 -0.5520
H 6.1782 -1.6484 0.7335
H -3.4951 -2.7890 -3.1406
H 1.2252 2.6137 -2.0200
H 1.0040 1.5606 2.2444
H -5.7446 0.7720 -1.8469
*
```

Results
**Lowest unoccupied orbital energy**: -0.254 eV
**Gap between HOMO and LUMO**: 6.1151 eV
**Highest occupied orbital energy**: -6.3689 eV

Here are the Mulliken charges for atoms 1 to 6, given in e:
1 O -0.492
2 O -0.335
3 O -0.792
4 N -0.644
5 N 0.369
6 N 1.421

=====

Going through the records in order, we get energy above the lowest of the compared OMol25 structures with the same formula, charge and spin values of 34.9, 399.1, 8.0, 161.3 kcal/mol.
Going through the records in order, we get energy values of -172076.681, -464976.933, -89796.893, -60574.430 eV.